*one*
An isolated molecule of C17H21N3O3S. Source: OMol25; level of theory: wB97M-V/def2-TZVPD.

Each line ends with the Löwdin charge.
Positions of all 45 atoms, in Å:
C (0.853, 1.470, 5.689)  -0.042
C (0.273, 1.276, 4.322)  -0.254
C (0.851, 0.387, 3.429)  0.000
C (0.318, 0.163, 2.164)  -0.219
C (1.020, -0.774, 1.236)  -0.039
C (-0.838, 0.855, 1.811)  -0.181
S (-1.604, 0.647, 0.203)  0.715
O (-1.042, -0.435, -0.567)  -0.317
O (-3.032, 0.609, 0.314)  -0.279
N (-1.189, 2.119, -0.564)  -0.114
C (-1.007, 1.888, -1.982)  -0.153
C (0.307, 1.130, -2.199)  -0.508
O (1.233, 1.275, -1.423)  0.045
N (0.370, 0.380, -3.310)  0.080
C (1.516, -0.444, -3.627)  -0.105
C (1.213, -1.919, -3.570)  -0.268
C (0.393, -2.454, -2.581)  -0.005
C (0.171, -3.821, -2.585)  -0.058
C (0.770, -4.599, -3.563)  -0.070
C (1.566, -3.964, -4.504)  -0.149
N (1.780, -2.660, -4.514)  0.099
C (-1.423, 1.785, 2.669)  -0.236
C (-2.621, 2.584, 2.269)  -0.050
C (-0.857, 1.975, 3.922)  0.000
H (0.461, 0.711, 6.366)  0.089
H (1.936, 1.373, 5.668)  0.080
H (0.591, 2.446, 6.088)  0.078
H (1.745, -0.145, 3.719)  0.119
H (1.894, -1.202, 1.721)  0.083
H (0.357, -1.574, 0.917)  0.081
H (1.337, -0.242, 0.340)  0.069
H (-0.297, 2.417, -0.178)  0.104
H (-1.864, 1.318, -2.339)  0.122
H (-0.962, 2.852, -2.498)  0.135
H (-0.469, 0.221, -3.845)  0.153
H (2.287, -0.196, -2.889)  0.131
H (1.894, -0.200, -4.625)  0.124
H (-0.058, -1.816, -1.837)  0.080
H (-0.462, -4.271, -1.833)  0.108
H (0.623, -5.667, -3.598)  0.098
H (2.054, -4.520, -5.294)  0.103
H (-2.463, 3.046, 1.298)  0.069
H (-3.488, 1.934, 2.172)  0.083
H (-2.829, 3.352, 3.011)  0.082
H (-1.306, 2.689, 4.597)  0.118

Its multiplicity is 1. The calculation puts the highest occupied orbital energy at -9.27 eV. The SMILES is Cc1cc(C)c(S(=O)(=O)NCC(=O)NCc2ccccn2)c(C)c1. The calculation puts the gap between HOMO and LUMO at 9.962 eV. The calculation puts the LUMO energy at 0.693 eV.


*two*
An isolated molecule of C17H21N3O3S. Source: OMol25; level of theory: wB97M-V/def2-TZVPD.

Each line ends with the Löwdin charge.
Positions of all 45 atoms, in Å:
C (-6.004, -0.924, 1.574)  -0.049
C (-5.057, -0.289, 0.601)  -0.276
C (-5.431, 0.810, -0.155)  -0.060
C (-4.537, 1.383, -1.045)  -0.075
C (-3.265, 0.869, -1.186)  -0.018
C (-2.878, -0.235, -0.428)  -0.254
O (-1.594, -0.668, -0.633)  -0.044
C (-1.139, -1.789, 0.095)  -0.102
C (0.271, -2.029, -0.303)  -0.297
N (0.754, -3.017, -0.978)  0.104
N (2.081, -2.824, -1.086)  0.050
C (2.342, -1.715, -0.466)  -0.668
S (3.879, -0.937, -0.331)  1.015
C (3.717, -0.140, 1.313)  -0.325
C (2.424, 0.628, 1.582)  -0.534
O (1.709, 0.258, 2.497)  0.049
N (2.159, 1.711, 0.836)  -0.053
C (2.930, 2.226, -0.272)  -0.165
C (2.125, 2.119, -1.569)  -0.169
C (0.800, 2.863, -1.422)  -0.193
C (0.040, 2.323, -0.213)  -0.167
C (0.910, 2.422, 1.038)  -0.126
O (1.233, -1.148, 0.051)  0.074
C (-3.773, -0.809, 0.460)  0.016
H (-6.993, -0.479, 1.501)  0.074
H (-6.087, -1.993, 1.384)  0.082
H (-5.641, -0.794, 2.593)  0.084
H (-6.425, 1.220, -0.052)  0.106
H (-4.835, 2.237, -1.634)  0.105
H (-2.557, 1.299, -1.877)  0.113
H (-1.721, -2.686, -0.143)  0.145
H (-1.173, -1.587, 1.176)  0.149
H (3.785, -0.929, 2.063)  0.091
H (4.590, 0.508, 1.396)  0.087
H (3.875, 1.696, -0.372)  0.081
H (3.147, 3.283, -0.069)  0.132
H (2.710, 2.533, -2.392)  0.115
H (1.931, 1.068, -1.788)  0.105
H (0.202, 2.743, -2.326)  0.108
H (0.995, 3.930, -1.287)  0.113
H (-0.883, 2.883, -0.057)  0.115
H (-0.223, 1.279, -0.385)  0.095
H (0.409, 1.978, 1.899)  0.122
H (1.138, 3.472, 1.257)  0.131
H (-3.497, -1.666, 1.054)  0.113

Its multiplicity is 1. The calculation puts the highest occupied orbital energy at -8.77 eV. The SMILES is Cc1cccc(OCc2nnc(SCC(=O)N3CCCCC3)o2)c1. The calculation puts the gap between HOMO and LUMO at 9.300 eV. The calculation puts the LUMO energy at 0.534 eV.


Least stable structure: *two*


*one*
A structure of composition C2H5NP2. Source: OMol25; level of theory: wB97M-V/def2-TZVPD.

Each line ends with the Löwdin charge.
Positions of all 10 atoms, in Å:
C (0.638, 0.472, -1.095)  -0.550
C (0.119, -0.568, -0.383)  -0.941
N (1.244, 1.239, -1.709)  0.154
P (0.923, -0.526, 1.317)  0.771
P (-1.778, -0.361, -0.435)  0.765
H (0.255, -1.860, -0.947)  0.190
H (2.067, 0.331, 1.067)  -0.081
H (0.122, 0.617, 1.577)  -0.103
H (-1.719, -0.499, 0.961)  -0.155
H (-1.871, 1.154, -0.353)  -0.049

Its multiplicity is 1. The calculation puts the highest occupied orbital energy at -9.99 eV. The calculation puts the gap between HOMO and LUMO at 10.337 eV. The calculation puts the LUMO energy at 0.351 eV.


*two*
An isolated molecule of C2H5NP2. Source: OMol25; level of theory: wB97M-V/def2-TZVPD.

Each line ends with the Löwdin charge.
Positions of all 10 atoms, in Å:
H (4.092, -1.152, -0.090)  -0.202
P (3.234, -0.090, -0.145)  0.662
C (1.705, -0.564, 0.308)  -0.713
P (0.441, 1.087, 0.036)  0.800
N (-0.847, 0.253, -0.019)  -0.486
C (-2.251, 0.456, -0.118)  -0.232
H (1.177, -1.450, 0.474)  -0.057
H (-2.404, 0.825, -1.083)  0.035
H (-2.407, 1.240, 0.693)  0.091
H (-2.741, -0.607, -0.055)  0.103

Its multiplicity is 1. The calculation puts the highest occupied orbital energy at -8.39 eV. The SMILES is [H]/P=C/P=N/C. The calculation puts the gap between HOMO and LUMO at 8.082 eV. The calculation puts the LUMO energy at -0.304 eV.


Least stable structure: *two*